Entry from the OMol25 dataset: F10K2N5Na2O20S10 as an isolated structure (ωB97M-V/def2-TZVPD).

Strongest force on any atom ... 11.321 eV/A
Charge ... -1
Kohn-Sham gap ... 2.945 eV
Energy above the lowest of the compared OMol25 structures with the same formula, charge and spin ... 1330.6 kJ/mol

CARTESIAN COORDINATES (ANGSTROEM)
Na (3.80, -0.97, 4.64)
Na (2.06, 4.17, 2.15)
K (-5.94, -2.39, -1.10)
K (-0.05, -7.65, 0.99)
N (1.69, -0.07, 1.18)
S (0.29, -1.10, 1.20)
O (0.38, -2.55, 1.25)
O (-0.96, -0.61, 0.60)
F (0.06, -0.69, 2.73)
S (2.21, -0.51, -0.22)
O (1.47, -0.23, -1.47)
O (3.00, -1.74, -0.12)
F (3.31, 0.56, -0.51)
N (-4.02, -0.54, 10.97)
S (-3.94, -0.54, 12.69)
O (-2.83, 0.13, 13.38)
O (-4.55, -1.72, 13.29)
F (-5.04, 0.50, 12.93)
S (-2.59, -1.08, 10.75)
O (-2.55, -2.56, 10.82)
O (-1.52, -0.22, 11.19)
F (-2.44, -0.81, 9.15)
N (-1.12, 6.46, 0.53)
S (-0.92, 7.62, -0.34)
O (-1.49, 8.90, 0.12)
O (-0.85, 7.39, -1.78)
F (0.68, 7.66, -0.04)
S (-2.74, 6.25, 0.05)
O (-3.05, 5.84, -1.31)
O (-3.66, 7.11, 0.76)
F (-3.08, 4.84, 0.87)
N (7.08, -0.68, -7.97)
S (7.00, 0.45, -8.90)
O (8.33, 1.21, -8.96)
O (5.74, 1.12, -9.15)
F (7.18, -0.39, -10.28)
S (6.99, 0.32, -6.58)
O (5.64, 0.95, -6.40)
O (8.16, 1.06, -6.14)
F (6.94, -0.88, -5.42)
N (-3.94, -4.16, -4.97)
S (-2.47, -4.09, -5.12)
O (-1.94, -4.29, -6.49)
O (-1.61, -4.48, -3.99)
F (-2.56, -2.52, -4.88)
S (-3.77, -5.89, -5.06)
O (-3.38, -6.61, -3.84)
O (-3.62, -6.48, -6.36)
F (-5.39, -6.07, -4.82)